Record 1
Formula: C17H14F6N5O6RuS3
Source: OMol25
Level of theory: ωB97M-V/def2-TZVPD

Last column: natural (NBO) charge in e.
Cartesian coordinates (Å):
Ru  -0.258  0.240  -0.466  1.3873
N  -1.591  2.193  3.247  -0.8018
C  -0.923  1.586  2.213  0.2477
S  -1.868  1.279  0.753  0.0326
N  0.331  1.331  2.281  -0.3153
N  0.842  0.855  1.108  -0.3524
C  2.146  0.518  1.092  0.0292
C  2.638  -0.029  -0.095  0.1086
C  3.996  -0.319  -0.365  -0.2107
C  4.341  -0.837  -1.579  -0.1533
C  3.346  -1.079  -2.550  -0.2882
C  2.042  -0.798  -2.242  0.0942
N  1.684  -0.296  -1.049  -0.5253
H  -2.557  1.931  3.359  0.3945
H  -1.071  2.209  4.112  0.4009
H  2.743  0.687  1.976  0.2228
H  4.738  -0.118  0.396  0.2252
H  5.375  -1.064  -1.798  0.2224
H  3.590  -1.506  -3.511  0.2301
H  1.230  -0.993  -2.928  0.2285
F  -3.096  -1.731  -0.060  -0.3207
C  -2.982  -2.388  1.099  0.7119
F  -3.761  -3.463  1.055  -0.3044
F  -3.416  -1.586  2.074  -0.3154
S  -1.224  -2.858  1.421  2.2850
O  -0.514  -1.602  1.289  -0.9862
O  -1.258  -3.479  2.701  -0.8978
N  -0.873  -3.906  0.312  -1.2224
S  -0.308  -3.545  -1.109  2.2733
O  0.941  -4.176  -1.382  -0.9069
O  -0.460  -2.152  -1.486  -0.9902
C  -1.526  -4.408  -2.194  0.7216
F  -1.193  -4.185  -3.469  -0.3144
F  -1.522  -5.717  -1.974  -0.3027
F  -2.758  -3.942  -1.994  -0.3130
C  0.395  4.375  -2.500  -0.7135
C  -0.177  3.022  -2.181  0.6235
O  0.457  2.295  -1.420  -0.5748
C  -1.458  2.614  -2.783  -0.2757
C  -2.208  3.546  -3.514  -0.1367
C  -3.402  3.206  -4.113  -0.2418
C  -3.873  1.899  -4.008  -0.1515
C  -3.159  0.951  -3.308  -0.2711
C  -1.955  1.295  -2.682  0.4398
O  -1.331  0.313  -2.038  -0.6223
H  1.375  4.453  -2.038  0.2476
H  -0.254  5.157  -2.102  0.2422
H  0.474  4.525  -3.576  0.2383
H  -1.846  4.560  -3.607  0.2162
H  -3.965  3.948  -4.661  0.2222
H  -4.807  1.622  -4.480  0.2231
H  -3.504  -0.069  -3.218  0.2399

Values from the calculation:
Maximum force ... 0.36 eV/Å
2S+1 ... 6
Expectation value of S² ... 8.785
ΔE to the lowest compared entry with this formula, charge and spin ... 103.29 kJ/mol


Record 2
Formula: C17H15BrCuN3OS
Source: OMol25
Level of theory: ωB97M-V/def2-TZVPD

Last column: natural (NBO) charge in e.
Cartesian coordinates (Å):
Cu  2.603  0.763  0.953  0.7764
Br  -1.422  -0.035  -4.936  0.0523
C  -2.121  -0.615  -3.274  -0.0906
C  -2.551  -1.923  -3.135  -0.2334
C  -3.064  -2.335  -1.915  -0.2300
C  -3.109  -1.464  -0.835  0.1394
C  -2.704  -0.142  -1.000  -0.2396
C  -2.210  0.284  -2.221  -0.2224
N  -3.740  -1.940  0.366  -0.1688
N  -3.306  -1.683  1.500  -0.0951
C  -2.053  -1.052  1.726  -0.0478
C  -2.065  -0.016  2.635  -0.1471
C  -0.954  0.788  2.873  -0.3346
C  0.263  0.562  2.225  0.3816
O  1.300  1.301  2.397  -0.8336
C  0.318  -0.618  1.364  0.0581
N  1.531  -0.917  0.806  -0.5362
C  1.667  -2.012  0.095  0.0602
C  0.616  -2.919  -0.100  -0.2668
C  -0.611  -2.626  0.417  -0.1445
C  -0.814  -1.428  1.139  -0.0092
H  -2.496  -2.607  -3.969  0.2294
H  -3.432  -3.346  -1.788  0.2275
H  -2.764  0.553  -0.174  0.2341
H  -1.891  1.309  -2.352  0.2291
H  -3.003  0.194  3.135  0.2248
H  -1.008  1.613  3.570  0.2222
H  2.647  -2.202  -0.324  0.1968
H  0.790  -3.832  -0.651  0.2257
H  -1.430  -3.322  0.295  0.2246
C  4.745  2.730  -0.807  -0.7413
S  3.027  2.620  -0.266  0.2165
C  3.008  3.853  1.055  -0.7481
H  4.923  3.681  -1.305  0.2219
H  4.914  1.920  -1.512  0.2382
H  5.417  2.619  0.040  0.2222
H  3.886  3.733  1.687  0.2218
H  2.116  3.653  1.646  0.2675
H  2.976  4.857  0.638  0.2190

Values from the calculation:
Maximum force ... 0.54 eV/Å
2S+1 ... 1


Record 3
Formula: C17H15ClIMoN8O3
Source: OMol25
Level of theory: ωB97M-V/def2-TZVPD

Last column: natural (NBO) charge in e.
Cartesian coordinates (Å):
Mo  0.237  -0.073  0.712  1.5807
C  -1.286  -4.692  1.095  -0.2621
O  -0.901  -3.819  2.199  -0.4238
C  -0.440  -2.646  1.984  0.9309
O  -0.244  -2.134  0.851  -0.6645
N  -0.160  -1.954  3.107  -0.4477
N  0.356  -0.649  2.992  -0.6187
H  -2.026  -5.365  1.509  0.2483
H  -0.414  -5.254  0.769  0.2206
H  -1.698  -4.113  0.274  0.2102
H  -0.326  -2.362  4.018  0.4489
H  1.264  -0.613  3.449  0.4217
H  -0.250  -0.008  3.507  0.4283
Cl  -4.406  1.281  -4.188  0.1771
C  -3.610  1.009  -2.720  0.0322
C  -4.315  1.057  -1.533  -0.2626
C  -3.686  0.867  -0.298  -0.1240
I  -4.723  0.932  1.504  0.3553
C  -2.316  0.618  -0.270  0.2195
O  -1.552  0.411  0.802  -0.5097
C  -1.593  0.537  -1.472  0.1065
N  -0.264  0.268  -1.301  -0.4799
C  0.491  0.187  -2.408  0.1053
C  -0.031  0.353  -3.680  -0.2388
C  -1.379  0.630  -3.849  -0.0424
C  -2.201  0.733  -2.722  -0.0493
H  -5.378  1.255  -1.567  0.2820
H  1.545  -0.019  -2.271  0.2186
H  0.622  0.264  -4.536  0.2748
H  -1.786  0.776  -4.842  0.2752
N  4.292  -1.118  0.140  -0.2755
C  3.062  -1.598  0.236  0.2760
N  2.238  -0.568  0.456  -0.6019
C  3.086  0.543  0.473  0.3162
N  4.327  0.215  0.289  -0.1549
C  2.493  1.853  0.651  0.0762
C  3.191  3.055  0.724  0.0924
N  2.549  4.205  0.831  -0.2858
C  1.225  4.186  0.874  0.0616
C  0.509  2.995  0.837  0.0196
N  1.140  1.817  0.729  -0.4319
H  5.155  -1.629  -0.021  0.4763
H  2.781  -2.634  0.127  0.2701
H  4.275  3.076  0.694  0.2569
H  0.719  5.141  0.946  0.2563
H  -0.571  2.985  0.901  0.2364

Values from the calculation:
Maximum force ... 2.75 eV/Å
Total charge ... +3
2S+1 ... 1


Record 4
Formula: C17H15ClN4O
Source: OMol25
Level of theory: ωB97M-V/def2-TZVPD

Last column: natural (NBO) charge in e.
Cartesian coordinates (Å):
C  4.721  2.106  -1.240  -0.6381
C  3.657  1.160  -0.817  0.1606
C  3.534  -0.204  -1.148  -0.3531
C  2.385  -0.624  -0.513  0.3015
N  1.796  -1.884  -0.520  -0.6446
C  0.458  -2.203  -0.620  0.8032
O  0.067  -3.316  -0.357  -0.6226
N  -0.322  -1.165  -1.071  -0.6427
C  -1.684  -0.977  -0.850  0.2623
C  -2.497  -1.955  -0.285  -0.2812
C  -3.830  -1.679  -0.045  -0.1735
C  -4.376  -0.446  -0.357  -0.2663
C  -3.559  0.515  -0.928  -0.0094
Cl  -4.205  2.069  -1.318  0.0020
C  -2.224  0.263  -1.181  -0.3007
N  1.891  0.457  0.164  -0.2230
C  0.739  0.561  0.964  0.2110
C  0.359  -0.467  1.821  -0.2634
C  -0.813  -0.350  2.544  -0.1825
C  -1.592  0.790  2.439  -0.2162
C  -1.186  1.832  1.623  -0.1955
C  -0.023  1.721  0.883  -0.2387
N  2.656  1.538  -0.049  -0.2753
H  4.767  2.166  -2.326  0.2214
H  4.511  3.091  -0.833  0.2344
H  5.691  1.768  -0.878  0.2227
H  4.183  -0.791  -1.764  0.2287
H  2.410  -2.676  -0.394  0.4248
H  0.165  -0.353  -1.425  0.4033
H  -2.078  -2.915  -0.037  0.2572
H  -4.456  -2.440  0.397  0.2183
H  -5.415  -0.232  -0.163  0.2269
H  -1.605  1.030  -1.621  0.2227
H  0.971  -1.350  1.921  0.2284
H  -1.116  -1.155  3.196  0.2199
H  -2.511  0.869  2.999  0.2186
H  -1.782  2.728  1.550  0.2218
H  0.313  2.520  0.241  0.2368

Values from the calculation:
Maximum force ... 0.83 eV/Å
2S+1 ... 1
ΔE to the lowest compared entry with this formula, charge and spin ... 0.00 kJ/mol


Record 5
Formula: C17H15ClN4O5
Source: OMol25
Level of theory: ωB97M-V/def2-TZVPD

Last column: natural (NBO) charge in e.
Cartesian coordinates (Å):
O  3.068  1.970  2.285  -0.5809
C  2.100  2.065  1.640  0.6630
C  1.435  3.332  0.912  -0.4048
C  2.129  3.123  -0.597  -0.4644
C  1.682  1.658  -0.915  0.6945
O  0.654  1.531  -1.807  -0.6973
N  2.770  0.693  -0.813  -0.6405
C  2.554  -0.907  -0.799  0.2320
C  1.398  -1.400  -1.444  -0.3100
C  1.356  -2.643  -1.284  -0.1030
C  2.387  -3.539  -0.577  -0.2811
C  3.383  -2.877  -0.029  -0.0320
Cl  4.779  -3.544  0.631  0.0371
C  3.602  -1.302  -0.237  -0.2440
N  1.185  1.160  1.710  -0.4501
N  -0.086  1.033  1.046  -0.2945
C  -0.852  -0.152  0.958  0.0269
C  -2.225  -0.130  0.518  -0.1516
C  -3.081  -1.254  0.927  -0.1048
C  -4.298  -1.181  0.128  0.0402
N  -5.170  -2.363  0.696  0.5046
O  -4.576  -3.371  1.308  -0.4341
O  -6.271  -2.398  0.220  -0.3342
C  -4.832  -0.158  -0.657  -0.1872
C  -3.932  0.833  -0.890  -0.2829
C  -2.713  1.166  -0.385  0.4257
O  -2.041  2.105  -0.896  -0.6585
H  0.549  3.234  0.865  0.1821
H  1.832  4.225  1.415  0.2300
H  1.684  3.777  -1.326  0.2449
H  3.102  3.258  -0.538  0.2094
H  3.546  1.017  -0.117  0.4049
H  0.672  -0.767  -1.760  0.2742
H  0.455  -3.382  -1.657  0.2167
H  2.252  -4.640  -0.583  0.2464
H  4.457  -0.960  0.035  0.2262
H  1.245  0.247  2.202  0.3849
H  -0.608  -0.812  1.801  0.1748
H  -2.537  -1.811  1.342  0.1854
H  -5.799  -0.274  -1.062  0.2629
H  -4.301  1.761  -1.483  0.2174
H  -0.955  1.674  -0.783  0.5718

Values from the calculation:
Maximum force ... 18.63 eV/Å
2S+1 ... 1
ΔE to the lowest compared entry with this formula, charge and spin ... 1345.20 kJ/mol


no.,E (eV)
1,-88981.584
2,-149906.824
3,-58388.746
4,-38403.796
5,-46576.856